No. 1
Here is C35H54BeBrN3OP2 as an isolated structure from the Open Molecules 2025 dataset. Energies are from the ωB97M-V functional and the def2-TZVPD basis.

Values from the calculation:
- Frontier orbital gap (spin up / spin down): 5.2 / 5.5 eV
- Charge: +2
- E_HOMO (spin up / spin down): -13.240 / -13.220 eV
- Multiplicity: 1

Each line ends with the Löwdin charge.
Element x y z (Å)
N 4.94661 -9.25555 3.04056  0.086
C 3.71160 -9.08506 3.51818  -0.102
C 2.96092 -7.92994 3.25770  0.013
C 3.51770 -6.92755 2.43243  -0.200
C 4.83964 -7.11970 1.96468  0.005
C 5.50739 -8.30710 2.29260  -0.104
C 2.76397 -5.75363 2.03043  0.035
Be -0.09122 -0.21267 -0.13537  -0.268
P -1.41769 1.36281 -5.14294  1.163
C 3.05885 -5.06324 0.89561  0.013
C 2.41236 -3.83718 0.58737  -0.195
C 2.41553 -3.34611 -0.73387  0.022
C 1.53588 -2.31777 -1.07136  -0.118
C 0.81753 -1.70801 -0.06065  -0.275
C 0.88613 -2.10304 1.26578  -0.098
C 1.71616 -3.16111 1.61140  0.011
Br -0.53898 -0.16262 -2.21389  0.591
H 1.90051 -5.48898 2.64937  0.131
H 3.74730 -5.45365 0.14142  0.136
H 1.95714 -7.82303 3.66817  0.120
H 5.35339 -6.36340 1.36963  0.115
H 3.29016 -9.88477 4.13327  0.121
H 6.52545 -8.48178 1.93107  0.122
H 3.06109 -3.80051 -1.48397  0.131
H 1.80463 -3.46999 2.65398  0.123
H 1.44887 -1.99868 -2.10647  0.067
H 0.34585 -1.60745 2.07285  0.104
P 1.78698 1.02266 0.04324  1.003
C -2.46981 -0.06760 -4.73211  -0.427
C -3.02697 -0.75886 -5.97673  -0.138
H -3.28189 0.30168 -4.08932  0.096
H -1.85936 -0.76144 -4.13478  -0.014
H -3.73491 -1.53716 -5.67482  0.086
H -3.55297 -0.04348 -6.61684  0.076
H -2.22472 -1.22364 -6.55902  0.076
C 0.28272 0.76953 -5.41635  -0.387
C 0.95192 1.60781 -6.51193  -0.141
H 0.22166 -0.28591 -5.71225  0.097
H 0.81808 0.82255 -4.46089  0.039
H 1.89297 1.14924 -6.82843  0.084
H 0.30551 1.69248 -7.39156  0.074
H 1.16273 2.62126 -6.15716  0.077
C -1.37563 2.53365 -3.74682  -0.422
C -2.50032 3.56027 -3.89533  -0.146
H -0.38821 3.01824 -3.74740  0.096
H -1.46578 1.94625 -2.81659  -0.017
H -2.35140 4.38664 -3.19328  0.083
H -2.50724 3.96914 -4.91299  0.073
H -3.47533 3.09943 -3.70126  0.078
C 1.53482 2.79790 0.44154  -0.372
C 2.69287 3.51064 1.13589  -0.124
H 0.62929 2.87290 1.05760  0.051
H 1.30497 3.27305 -0.52493  0.087
H 2.75263 3.23398 2.19459  0.069
H 3.66382 3.31664 0.66203  0.078
H 2.50842 4.58993 1.08700  0.085
C 2.67503 1.13852 -1.57252  -0.379
C 3.84420 0.19498 -1.81611  -0.129
H 2.98504 2.18798 -1.68187  0.089
H 1.88622 0.94912 -2.31406  0.000
H 4.70337 0.41913 -1.17092  0.078
H 3.56032 -0.85509 -1.67392  0.049
H 4.17323 0.31433 -2.85638  0.084
C 3.09711 0.42741 1.17973  -0.374
C 2.76048 0.49166 2.67219  -0.128
H 4.01390 0.99519 0.95545  0.087
H 3.30358 -0.61381 0.88823  0.074
H 3.09406 -0.43729 3.15369  0.076
H 3.28507 1.32166 3.16285  0.075
H 1.68585 0.59946 2.87418  0.067
C -2.38500 3.83663 6.36430  -0.074
C -3.38364 3.88256 5.22620  -0.202
N -3.44413 2.63277 4.44626  -0.045
C -4.79855 2.15414 4.10210  -0.203
C -5.19018 2.28564 2.64507  -0.060
C -2.32601 2.33572 3.69463  -0.386
O -1.33955 3.08213 3.67349  0.057
C -2.28684 1.04446 2.92146  -0.095
C -2.94237 -0.12860 3.30899  0.022
C -2.89608 -1.21625 2.44426  -0.001
C -2.07440 -1.17254 1.31788  -0.072
N -1.30629 -0.08671 1.03710  -0.018
C -1.44189 1.02357 1.81904  0.005
H -2.60591 3.00178 7.03450  0.082
H -2.46264 4.77040 6.92946  0.085
H -1.36681 3.74430 5.97582  0.069
H -4.39392 4.04596 5.61783  0.116
H -3.11664 4.71098 4.55316  0.130
H -4.88492 1.10519 4.41052  0.098
H -5.48423 2.73356 4.73335  0.122
H -4.56002 1.66741 2.00195  0.061
H -6.22423 1.94939 2.53009  0.088
H -5.12829 3.33015 2.32394  0.091
H -3.46514 -0.17248 4.26267  0.129
H -3.45856 -2.12614 2.63692  0.125
H -1.97527 -2.03745 0.65471  0.136
H -0.83845 1.88897 1.54854  0.101

***

No. 2
Here is C35H54N4OP2PdS3 as an isolated structure from the Open Molecules 2025 dataset. Energies are from the ωB97M-V functional and the def2-TZVPD basis.

Values from the calculation:
- Frontier orbital gap: 6.8 eV
- E_HOMO: -6.444 eV
- Multiplicity: 1

Each line ends with the Löwdin charge.
Element x y z (Å)
Pd 1.13286 0.78183 0.71709  0.294
S 2.84653 1.77906 1.69990  0.597
C 3.71159 2.61928 0.38318  -0.661
C 5.06002 2.93619 0.49365  -0.129
C 5.69002 3.68096 -0.49670  -0.108
C 4.96457 4.09472 -1.60957  -0.108
C 3.61980 3.76129 -1.72630  -0.131
C 2.98629 3.01589 -0.73698  -0.681
S 1.28548 2.51349 -0.85296  0.599
H 5.61351 2.59967 1.36339  0.099
H 6.74015 3.92596 -0.40430  0.094
H 5.44700 4.66191 -2.39573  0.094
H 3.05571 4.06957 -2.59963  0.095
O -0.89544 0.47555 -0.10681  -0.389
P -2.19290 0.44086 -0.85397  0.536
N -2.52477 1.81256 -1.70632  -0.186
C -1.77362 2.06743 -2.95613  -0.204
C -2.27348 3.44538 -3.36987  -0.157
C -2.52935 4.18116 -2.03882  -0.146
C -2.48376 3.09019 -0.95387  -0.179
N -3.44290 0.28425 0.20263  -0.161
C -3.21303 0.42513 1.66361  -0.177
C -4.62084 0.57237 2.23124  -0.164
C -5.37093 1.30585 1.12474  -0.173
C -4.83944 0.63714 -0.13847  -0.204
N -2.26533 -0.75856 -1.96229  -0.186
C -1.07962 -1.27610 -2.67707  -0.163
C -1.67227 -2.18954 -3.76927  -0.150
C -3.14049 -2.37816 -3.38004  -0.166
C -3.48698 -1.05645 -2.71264  -0.196
H -1.98634 1.29488 -3.69502  0.104
H -0.69696 2.08842 -2.76492  0.066
H -3.20734 3.34245 -3.92462  0.106
H -1.55786 3.96123 -4.00887  0.109
H -3.49562 4.68432 -2.05361  0.102
H -1.76909 4.93615 -1.84290  0.106
H -3.31375 3.14641 -0.24994  0.103
H -1.54957 3.16042 -0.39243  0.065
H -2.60791 1.30229 1.87542  0.089
H -2.68105 -0.43821 2.06434  0.096
H -4.61365 1.11093 3.17887  0.112
H -5.07361 -0.40804 2.40026  0.114
H -5.11360 2.36746 1.13547  0.105
H -6.45460 1.22076 1.20529  0.110
H -4.86943 1.27913 -1.01827  0.106
H -5.42396 -0.26143 -0.35637  0.103
H -0.43886 -1.81657 -1.98777  0.085
H -0.48365 -0.47397 -3.11449  0.107
H -1.13124 -3.13256 -3.83111  0.101
H -1.60181 -1.70715 -4.74636  0.110
H -3.24067 -3.18511 -2.65117  0.114
H -3.78519 -2.60090 -4.23004  0.110
H -4.34864 -1.12589 -2.05181  0.097
H -3.69703 -0.28288 -3.46408  0.116
C 4.42965 -1.19455 0.83893  -0.104
C 3.39889 -1.92691 1.71291  -0.673
C 3.76947 -3.41319 1.65149  -0.083
C 3.48599 -1.43037 3.15995  -0.103
P 1.70153 -1.50492 1.05619  1.075
C 1.78705 -2.22700 -0.61886  -0.352
C 2.19597 -1.39417 -1.66078  -0.113
C 2.37601 -1.89849 -2.94424  -0.075
C 2.13204 -3.23656 -3.21066  -0.086
C 1.72406 -4.07901 -2.18148  -0.079
C 1.56726 -3.57843 -0.89771  -0.109
C 0.37997 -2.42061 2.04125  -0.659
C 0.75018 -3.78055 2.64047  -0.090
C -0.84849 -2.57335 1.12995  -0.097
C -0.03981 -1.49865 3.19498  -0.119
H 5.39983 -1.26752 1.34121  0.092
H 4.21058 -0.14287 0.69225  0.018
H 4.52260 -1.67189 -0.13921  0.081
H 4.82448 -3.50475 1.92913  0.090
H 3.66594 -3.82184 0.64478  0.074
H 3.20058 -4.03564 2.33925  0.055
H 4.51487 -1.55984 3.51015  0.090
H 2.83812 -2.00071 3.82778  0.060
H 3.24139 -0.37273 3.24312  0.026
H 2.35915 -0.33742 -1.47845  0.077
H 2.69516 -1.23086 -3.73535  0.110
H 2.26278 -3.62754 -4.21244  0.103
H 1.53797 -5.12832 -2.37436  0.104
H 1.26914 -4.25727 -0.11001  0.088
H 1.08844 -4.51222 1.90657  0.065
H -0.14247 -4.19331 3.12260  0.089
H 1.52051 -3.69484 3.40630  0.066
H -0.71254 -3.32501 0.35284  0.070
H -1.10680 -1.62952 0.64928  0.037
H -1.69790 -2.88247 1.74895  0.090
H 0.77129 -1.31188 3.90118  0.072
H -0.85694 -1.98910 3.73534  0.090
H -0.39150 -0.53154 2.83272  0.032
S -0.68469 4.47563 3.61218  1.012
C -0.88633 3.18401 4.70759  -0.409
C -0.69943 2.01243 4.05023  -0.255
N -0.41707 2.11075 2.70460  -0.050
C -0.36986 3.36534 2.35970  -0.523
H -1.11072 3.33756 5.75015  0.063
H -0.76298 1.03155 4.50126  0.097
H -0.10034 3.68757 1.36073  0.030

***

The records above yield energy above the lowest of the compared OMol25 structures with the same formula, charge and spin values of 0.0, 20.6 kJ/mol, respectively.